Entry from the Open Molecules 2025 dataset: a cluster of 13 separate species, C60H108F6O37 in total in a non-equilibrium geometry (the ωB97M-V functional and the def2-TZVPD basis).

Cartesian coordinates (Å):
1 C 8.895 3.361 -9.257
2 O 10.119 3.076 -8.619
3 C 10.044 2.409 -7.387
4 C 9.439 0.978 -7.398
5 O 7.959 0.982 -7.079
6 C 7.185 0.077 -7.873
7 C 5.674 0.419 -8.166
8 O 4.881 0.766 -6.942
9 C 4.686 -0.377 -6.172
10 H 8.448 2.458 -9.672
11 H 9.054 4.135 -10.008
12 H 8.198 3.712 -8.496
13 H 9.531 3.072 -6.691
14 H 11.084 2.379 -7.061
15 H 10.046 0.328 -6.768
16 H 9.682 0.417 -8.301
17 H 7.341 -0.927 -7.477
18 H 7.646 -0.022 -8.855
19 H 5.193 -0.311 -8.818
20 H 5.646 1.423 -8.588
21 H 4.013 -1.048 -6.705
22 H 4.210 -0.043 -5.249
23 H 5.579 -0.927 -5.876
24 C 1.110 -4.308 -2.542
25 O 1.579 -3.078 -3.113
26 C 1.245 -2.789 -4.452
27 C 0.929 -1.335 -4.422
28 O -0.394 -0.998 -3.800
29 C -0.765 0.341 -3.951
30 C -1.281 0.811 -5.340
31 O -0.196 0.813 -6.299
32 C -0.468 1.529 -7.546
33 H 0.103 -4.407 -2.948
34 H 1.173 -4.549 -1.481
35 H 1.731 -5.095 -2.971
36 H 0.382 -3.340 -4.826
37 H 2.027 -3.031 -5.172
38 H 1.006 -0.957 -5.442
39 H 1.694 -0.815 -3.845
40 H -0.094 1.159 -3.691
41 H -1.541 0.498 -3.202
42 H -1.713 1.809 -5.410
43 H -2.017 0.078 -5.672
44 H -1.053 2.448 -7.543
45 H -1.214 0.931 -8.069
46 H 0.377 1.644 -8.226
47 C 6.865 -7.161 -7.690
48 O 6.054 -7.581 -6.601
49 C 6.404 -8.874 -6.097
50 C 5.647 -9.964 -6.967
51 O 4.224 -9.958 -6.972
52 C 3.544 -10.815 -7.916
53 C 2.123 -10.477 -8.139
54 O 1.928 -9.138 -8.701
55 C 1.725 -8.122 -7.717
56 H 6.568 -6.170 -8.033
57 H 6.872 -7.807 -8.568
58 H 7.873 -6.826 -7.446
59 H 6.289 -8.888 -5.013
60 H 7.487 -8.963 -6.176
61 H 5.982 -10.976 -6.743
62 H 5.836 -9.783 -8.025
63 H 3.580 -11.823 -7.505
64 H 4.201 -10.905 -8.781
65 H 1.756 -10.617 -7.123
66 H 1.450 -11.123 -8.703
67 H 1.005 -8.464 -6.974
68 H 1.512 -7.150 -8.162
69 H 2.714 -7.984 -7.280
70 C -4.310 4.842 -17.379
71 O -3.491 3.919 -16.671
72 C -3.732 2.511 -16.848
73 C -4.955 1.981 -16.068
74 O -4.891 2.250 -14.716
75 C -3.998 1.569 -13.885
76 C -4.149 2.007 -12.404
77 O -3.095 1.382 -11.583
78 C -3.006 1.725 -10.247
79 H -5.366 4.664 -17.175
80 H -4.059 4.647 -18.421
81 H -4.049 5.841 -17.028
82 H -2.863 1.938 -16.525
83 H -3.646 2.230 -17.898
84 H -5.062 0.909 -16.234
85 H -5.784 2.640 -16.325
86 H -3.076 1.750 -14.439
87 H -4.016 0.485 -13.996
88 H -5.069 1.592 -11.992
89 H -4.105 3.096 -12.407
90 H -3.904 2.323 -10.093
91 H -2.219 2.473 -10.148
92 H -2.909 0.980 -9.457
93 C -0.942 4.519 -14.037
94 C -1.062 3.914 -12.676
95 O 0.007 4.213 -11.852
96 C 1.037 3.428 -11.576
97 O 1.288 2.232 -11.985
98 C 2.035 4.256 -10.600
99 F 3.140 4.567 -11.282
100 F 1.553 5.365 -10.222
101 F 2.182 3.523 -9.500
102 H -1.877 4.466 -14.595
103 H -0.161 3.956 -14.548
104 H -0.734 5.586 -13.955
105 H -1.214 2.841 -12.796
106 H -1.940 4.303 -12.161
107 C 2.009 -0.436 -9.802
108 C 1.471 -1.685 -9.233
109 O 0.135 -1.655 -9.209
110 C -0.613 -2.668 -8.793
111 O -0.107 -3.847 -8.786
112 C -1.947 -2.282 -8.080
113 F -2.383 -1.096 -8.576
114 F -2.875 -3.249 -8.163
115 F -1.752 -2.187 -6.817
116 H 1.603 0.557 -9.612
117 H 1.788 -0.621 -10.853
118 H 3.077 -0.328 -9.616
119 H 1.763 -1.864 -8.198
120 H 1.920 -2.462 -9.850
121 C 3.209 -4.600 -12.492
122 C 3.990 -4.935 -11.180
123 C 5.247 -5.622 -11.107
124 O 6.034 -4.911 -10.214
125 C 5.455 -3.742 -9.915
126 O 5.851 -2.783 -9.215
127 O 4.309 -3.646 -10.596
128 H 3.830 -4.287 -13.331
129 H 2.559 -3.788 -12.168
130 H 2.496 -5.367 -12.796
131 H 3.279 -5.205 -10.399
132 H 5.648 -5.607 -12.121
133 H 4.930 -6.637 -10.871
134 C -1.969 -0.987 -15.437
135 C -0.707 -0.878 -14.526
136 C -0.690 -1.749 -13.269
137 O 0.584 -2.269 -13.311
138 C 1.199 -2.069 -14.494
139 O 2.293 -2.495 -14.745
140 O 0.447 -1.419 -15.310
141 H -2.877 -1.125 -14.850
142 H -1.785 -1.959 -15.893
143 H -2.060 -0.228 -16.214
144 H -0.486 0.155 -14.258
145 H -1.538 -2.423 -13.140
146 H -0.822 -1.065 -12.430
147 C -10.824 -0.747 -10.345
148 C -9.637 -0.444 -9.384
149 C -9.663 -1.352 -8.190
150 O -8.575 -2.251 -8.406
151 C -7.916 -1.995 -9.571
152 O -6.976 -2.588 -9.988
153 O -8.393 -0.766 -10.023
154 H -10.913 -1.724 -10.820
155 H -10.717 0.003 -11.128
156 H -11.693 -0.447 -9.760
157 H -9.476 0.593 -9.087
158 H -10.657 -1.798 -8.196
159 H -9.711 -0.831 -7.234
160 C -4.682 -3.747 -12.241
161 C -5.499 -4.849 -11.621
162 C -6.578 -5.396 -12.498
163 O -6.300 -6.778 -12.549
164 C -5.328 -7.095 -11.838
165 O -4.931 -8.270 -11.703
166 O -4.725 -5.991 -11.332
167 H -5.477 -3.008 -12.345
168 H -4.240 -3.920 -13.222
169 H -3.950 -3.163 -11.684
170 H -6.027 -4.610 -10.698
171 H -6.570 -5.096 -13.546
172 H -7.572 -5.214 -12.090
173 C -4.424 0.694 -4.326
174 C -5.693 0.112 -5.059
175 C -6.748 1.294 -5.057
176 O -7.244 1.397 -6.396
177 C -6.455 0.726 -7.133
178 O -6.627 0.564 -8.337
179 O -5.594 0.027 -6.448
180 H -3.980 1.449 -4.975
181 H -3.689 -0.030 -3.974
182 H -4.631 1.243 -3.407
183 H -5.998 -0.879 -4.725
184 H -6.342 2.265 -4.775
185 H -7.574 1.087 -4.376
186 C -0.700 -5.958 -11.944
187 C 0.009 -7.338 -11.986
188 C -0.706 -8.456 -11.170
189 O -0.630 -9.614 -12.050
190 C -0.486 -9.093 -13.310
191 O -0.734 -9.692 -14.370
192 O -0.078 -7.788 -13.281
193 H -0.943 -5.657 -10.925
194 H -1.670 -5.873 -12.435
195 H -0.108 -5.136 -12.347
196 H 1.043 -7.477 -11.668
197 H -1.631 -8.056 -10.754
198 H -0.120 -8.713 -10.287
199 C -4.508 -5.852 -6.942
200 C -3.641 -6.566 -7.951
201 C -2.186 -6.848 -7.743
202 O -2.005 -8.236 -7.895
203 C -3.240 -8.832 -7.816
204 O -3.503 -9.975 -7.791
205 O -4.176 -7.876 -7.946
206 H -3.912 -5.253 -6.254
207 H -5.137 -6.464 -6.296
208 H -5.130 -5.104 -7.433
209 H -3.727 -6.127 -8.945
210 H -1.765 -6.528 -6.790
211 H -1.462 -6.228 -8.271

* HOMO level: -9.19 eV
* LUMO energy: 0.0 eV
* Kohn-Sham gap: 0.33928 Eh
* energy: -156019.0128 eV